# 1
C60H49Cl2CuF12N11O26S4 as an isolated structure, computed with ωB97M-V/def2-TZVPD.

## Properties
Orbital gap (alpha / beta)   7.2390 / 4.6596 eV
Spin multiplicity   2
DFT total energy   -278242.7278 eV
HOMO (alpha / beta)   -9.240 / -9.240 eV
Energy relative to the best compared isomer or geometry (same formula, charge and spin)   0.000 eV
LUMO energy (alpha / beta)   -2.000 / -4.580 eV

Cartesian coordinates (Å):
Cu1 1.916 1.514 -0.734
C1 0.255 -1.247 2.026
F1 1.556 -1.543 2.327
F2 -0.157 -1.987 1.020
F3 -0.508 -1.428 3.082
S1 0.228 0.692 1.606
O1 -0.866 1.265 2.386
O2 1.568 1.136 1.943
N1 0.117 0.752 -0.158
S2 -1.480 0.747 -0.446
O3 -2.240 -0.172 0.488
O4 -2.063 2.106 -0.661
C2 -1.582 -0.140 -2.201
F4 -0.729 0.390 -3.115
F5 -1.312 -1.413 -2.101
F6 -2.815 -0.054 -2.680
C3 4.496 4.968 -0.317
F7 3.792 5.838 -1.084
F8 5.338 4.208 -0.999
F9 5.232 5.748 0.497
S3 3.328 3.885 0.740
O5 3.847 2.495 0.703
O6 3.221 4.461 2.119
N2 1.886 3.524 -0.229
S4 0.912 4.726 0.165
O7 -0.115 4.299 1.141
O8 1.468 6.077 0.365
C4 -0.098 4.932 -1.534
F10 -0.343 3.722 -2.026
F11 -1.273 5.518 -1.213
F12 0.599 5.646 -2.470
Cl1 -0.248 4.541 4.147
C5 -2.075 4.335 4.145
C6 -2.527 3.022 4.806
Cl2 -2.551 3.072 6.578
H1 -2.487 4.272 3.138
H2 -2.500 5.232 4.594
H3 -1.851 2.203 4.561
H4 -3.468 2.721 4.345
C7 -2.561 -2.549 -5.366
C8 -2.576 -1.156 -5.561
C9 -1.684 -0.639 -6.490
C10 -0.918 -1.420 -7.300
C11 -0.985 -2.806 -7.145
C12 -1.804 -3.399 -6.129
N3 -0.125 -0.766 -8.403
O9 -0.062 0.446 -8.461
O10 0.434 -1.428 -9.244
H5 -3.041 -3.070 -4.550
H6 -3.279 -0.593 -4.965
H7 -1.746 0.422 -6.679
H8 -0.355 -3.348 -7.835
H9 -1.857 -4.464 -5.957
C13 -3.147 -5.356 1.752
C14 -3.422 -6.440 0.912
C15 -3.725 -6.303 -0.415
C16 -3.909 -5.011 -0.967
C17 -3.480 -3.928 -0.181
C18 -3.181 -4.084 1.171
N4 -4.327 -4.792 -2.340
O11 -4.190 -5.792 -3.078
O12 -4.782 -3.737 -2.713
H10 -2.820 -5.454 2.777
H11 -3.347 -7.395 1.412
H12 -4.010 -7.164 -1.002
H13 -3.351 -2.976 -0.674
H14 -2.852 -3.253 1.778
C19 -3.128 6.151 1.343
C20 -3.932 7.099 2.025
C21 -5.307 6.840 2.311
C22 -5.881 5.616 1.832
C23 -5.077 4.714 1.034
C24 -3.729 4.984 0.860
N5 -7.354 5.382 1.848
O13 -7.905 4.510 1.138
O14 -8.049 6.071 2.595
H15 -2.100 6.445 1.193
H16 -3.501 8.027 2.373
H17 -5.935 7.620 2.716
H18 -5.655 3.901 0.621
H19 -3.097 4.329 0.280
C25 2.747 -2.767 -6.879
C26 2.433 -1.403 -6.647
C27 2.124 -1.060 -5.339
C28 2.212 -1.967 -4.276
C29 2.573 -3.272 -4.588
C30 2.864 -3.681 -5.864
N6 1.871 -1.602 -2.913
O15 1.870 -0.416 -2.663
O16 1.653 -2.566 -2.170
H20 3.047 -3.120 -7.854
H21 2.563 -0.734 -7.486
H22 1.872 -0.028 -5.144
H23 2.581 -4.054 -3.843
H24 3.186 -4.689 -6.076
C31 -5.737 -2.767 3.478
C32 -6.965 -2.290 3.091
C33 -7.213 -1.029 2.687
C34 -6.098 -0.163 2.657
C35 -4.835 -0.659 2.891
C36 -4.644 -1.875 3.433
N7 -6.432 1.261 2.285
O17 -7.557 1.589 1.864
O18 -5.544 2.060 2.399
H25 -5.543 -3.775 3.812
H26 -7.792 -2.983 3.139
H27 -8.202 -0.731 2.372
H28 -3.942 -0.052 2.870
H29 -3.673 -2.172 3.800
C37 0.674 -5.996 3.443
C38 1.557 -7.036 3.764
C39 2.898 -6.719 3.957
C40 3.399 -5.436 3.835
C41 2.539 -4.467 3.318
C42 1.195 -4.722 3.194
N8 4.883 -5.150 4.061
O19 5.282 -4.111 4.467
O20 5.580 -6.151 4.128
H30 -0.397 -6.074 3.326
H31 1.176 -8.036 3.910
H32 3.580 -7.547 4.082
H33 2.930 -3.492 3.070
H34 0.473 -3.967 2.921
C43 7.342 -0.928 2.758
C44 7.625 -1.331 1.424
C45 6.591 -1.345 0.517
C46 5.296 -0.897 0.803
C47 5.009 -0.526 2.093
C48 6.014 -0.557 3.065
N9 4.233 -0.854 -0.256
O21 3.224 -0.239 0.051
O22 4.420 -1.326 -1.396
H35 8.099 -0.882 3.527
H36 8.632 -1.606 1.149
H37 6.822 -1.698 -0.477
H38 4.051 -0.051 2.248
H39 5.836 -0.241 4.082
C49 4.403 4.744 -6.536
C50 4.535 4.671 -5.197
C51 3.586 3.880 -4.467
C52 2.442 3.387 -5.190
C53 2.329 3.588 -6.573
C54 3.293 4.234 -7.263
N10 1.464 2.579 -4.444
O23 0.430 2.289 -5.038
O24 1.628 2.379 -3.253
H40 5.139 5.290 -7.108
H41 5.349 5.057 -4.601
H42 3.739 3.795 -3.402
H43 1.537 3.203 -7.199
H44 3.192 4.403 -8.324
C55 3.433 0.669 5.500
C56 3.374 -0.745 5.530
C57 2.093 -1.359 5.536
C58 0.893 -0.579 5.519
C59 1.030 0.785 5.467
C60 2.273 1.395 5.478
N11 -0.480 -1.192 5.649
O25 -1.542 -0.484 5.527
O26 -0.557 -2.397 5.490
H45 4.339 1.256 5.536
H46 4.328 -1.245 5.455
H47 2.159 -2.436 5.511
H48 0.138 1.394 5.434
H49 2.349 2.469 5.390

=====

# 2
C36H37AuNOP2SSi as an isolated structure, computed with ωB97M-V/def2-TZVPD.

## Properties
Orbital gap   6.4890 eV
DFT total energy   -82446.2048 eV
HOMO   -9.958 eV
Energy relative to the best compared isomer or geometry (same formula, charge and spin)   0.000 eV
Charge   +1
LUMO energy   -3.469 eV

Cartesian coordinates (Å):
Au1 -1.061 -0.253 -1.685
C1 2.455 0.155 -1.617
C2 2.848 0.010 -0.136
P1 1.728 0.160 1.312
C3 2.195 1.658 2.180
C4 2.179 1.763 3.573
C5 2.497 2.965 4.184
C6 2.839 4.068 3.416
C7 2.871 3.970 2.032
C8 2.545 2.776 1.414
C9 1.861 -1.306 2.339
C10 2.525 -2.466 1.927
C11 2.590 -3.570 2.764
C12 1.994 -3.538 4.013
C13 1.285 -2.413 4.412
C14 1.202 -1.317 3.575
P2 1.066 -0.922 -2.153
C15 1.626 -2.575 -1.670
C16 0.671 -3.479 -1.213
C17 1.039 -4.778 -0.885
C18 2.362 -5.175 -1.002
C19 3.324 -4.276 -1.452
C20 2.957 -2.984 -1.790
C21 1.200 -0.859 -3.971
C22 0.882 0.348 -4.598
C23 0.894 0.442 -5.978
C24 1.207 -0.672 -6.747
C25 1.508 -1.876 -6.132
C26 1.505 -1.973 -4.746
H1 3.321 -0.125 -2.219
H2 2.192 1.179 -1.874
H3 3.607 0.737 0.150
H4 3.280 -0.980 -0.038
H5 1.955 0.912 4.196
H6 2.483 3.034 5.263
H7 3.087 5.005 3.897
H8 3.146 4.824 1.428
H9 2.535 2.731 0.334
H10 2.975 -2.556 0.951
H11 3.103 -4.460 2.425
H12 2.061 -4.396 4.669
H13 0.785 -2.393 5.371
H14 0.590 -0.475 3.882
H15 -0.360 -3.158 -1.118
H16 0.290 -5.479 -0.542
H17 2.647 -6.189 -0.754
H18 4.356 -4.589 -1.552
H19 3.711 -2.301 -2.166
H20 0.608 1.215 -4.005
H21 0.641 1.379 -6.456
H22 1.207 -0.601 -7.827
H23 1.741 -2.748 -6.729
H24 1.733 -2.922 -4.278
O1 0.117 0.234 1.027
N1 -0.638 1.333 1.400
C27 -1.257 1.196 2.612
C28 -1.989 2.214 3.104
C29 -2.088 3.405 2.333
C30 -1.498 3.484 1.115
C31 -0.741 2.405 0.550
S1 -0.073 2.441 -0.962
H25 -1.132 0.235 3.092
H26 -2.490 2.102 4.053
H27 -2.662 4.240 2.711
H28 -1.586 4.364 0.495
C32 -6.321 2.402 -1.832
Si1 -5.724 1.281 -0.464
C33 -5.471 2.286 1.102
C34 -6.901 -0.130 -0.154
C35 -4.075 0.633 -0.934
C36 -2.976 0.219 -1.263
H29 -7.333 2.767 -1.645
H30 -6.321 1.883 -2.792
H31 -5.660 3.266 -1.917
H32 -6.409 2.689 1.493
H33 -4.808 3.126 0.888
H34 -5.012 1.675 1.882
H35 -7.904 0.240 0.070
H36 -6.567 -0.734 0.692
H37 -6.969 -0.781 -1.027

=====

# 3
A 13-piece molecular cluster, C18H15BCl48O4 overall, computed with ωB97M-V/def2-TZVPD.

## Properties
Orbital gap   9.5253 eV
DFT total energy   -628848.3749 eV
HOMO   -9.492 eV
LUMO energy   0.033 eV

Cartesian coordinates (Å):
C1 2.078 1.549 1.744
C2 0.966 1.544 0.658
B1 0.380 0.113 0.483
O1 1.265 -0.942 0.355
C3 -1.182 -0.196 0.452
C4 -1.631 -1.235 -0.593
O2 -2.050 -2.503 -0.098
C5 -1.038 -3.264 0.482
O3 -0.866 -2.979 1.862
O4 -1.852 1.037 0.125
C6 -3.130 1.153 0.718
H1 1.911 0.741 2.459
H2 3.047 1.404 1.276
H3 2.064 2.478 2.309
H4 1.404 1.860 -0.295
H5 0.191 2.269 0.900
H6 1.144 -1.618 1.029
H7 -1.496 -0.495 1.461
H8 -0.867 -1.363 -1.362
H9 -2.503 -0.801 -1.078
H10 -1.312 -4.314 0.362
H11 -0.085 -3.085 -0.022
H12 -1.676 -2.539 2.135
H13 -3.655 0.193 0.748
H14 -3.028 1.549 1.728
H15 -3.725 1.847 0.127
C7 -5.966 1.803 -2.103
Cl1 -7.215 1.976 -3.337
Cl2 -5.603 0.089 -1.875
Cl3 -4.505 2.649 -2.614
Cl4 -6.547 2.497 -0.582
C8 -1.016 -0.519 -4.941
Cl5 -2.344 -0.565 -6.099
Cl6 -0.621 -2.164 -4.427
Cl7 0.408 0.212 -5.686
Cl8 -1.498 0.432 -3.537
C9 -4.649 1.431 4.613
Cl9 -5.672 1.469 3.172
Cl10 -4.447 -0.246 5.129
Cl11 -3.070 2.115 4.231
Cl12 -5.387 2.365 5.915
C10 -3.161 2.307 -9.375
Cl13 -3.846 3.798 -8.724
Cl14 -4.198 0.944 -8.931
Cl15 -3.070 2.419 -11.134
Cl16 -1.548 2.054 -8.718
C11 -0.032 4.290 6.112
Cl17 -1.343 3.304 6.759
Cl18 1.461 3.966 7.001
Cl19 0.207 3.881 4.409
Cl20 -0.450 5.996 6.261
C12 -0.045 -1.250 6.013
Cl21 -1.310 -2.218 6.773
Cl22 1.513 -1.581 6.783
Cl23 0.040 -1.667 4.297
Cl24 -0.436 0.463 6.192
C13 6.455 0.402 2.365
Cl25 7.680 0.688 3.605
Cl26 5.012 -0.284 3.113
Cl27 6.047 1.930 1.581
Cl28 7.087 -0.726 1.163
C14 1.419 -0.944 -9.321
Cl29 1.767 0.787 -9.204
Cl30 -0.323 -1.199 -9.239
Cl31 2.044 -1.571 -10.847
Cl32 2.212 -1.780 -7.983
C15 6.046 0.382 -10.752
Cl33 4.970 1.671 -11.300
Cl34 6.588 -0.560 -12.144
Cl35 7.445 1.088 -9.938
Cl36 5.179 -0.670 -9.635
C16 -0.506 3.332 11.391
Cl37 0.268 2.143 12.441
Cl38 -0.566 4.894 12.211
Cl39 0.409 3.486 9.890
Cl40 -2.149 2.802 11.014
C17 5.096 -3.998 -6.100
Cl41 5.781 -4.751 -4.660
Cl42 4.077 -2.634 -5.625
Cl43 6.394 -3.415 -7.143
Cl44 4.118 -5.175 -6.978
C18 -0.507 -5.710 8.511
Cl45 -1.985 -5.517 7.558
Cl46 -0.002 -7.401 8.466
Cl47 0.766 -4.692 7.840
Cl48 -0.823 -5.232 10.180